Density functional theory data (ωB97M-V/def2-TZVPD) for 13 unconnected molecules or ions with the total composition C26H78O26 at a distorted geometry.

Each line ends with the Löwdin spin population.
CARTESIAN COORDINATES (ANGSTROEM)
O (27.290, -6.060, -8.365)  0.000
O (21.022, -2.629, -13.246)  0.000
O (18.934, 0.608, -6.517)  0.000
O (15.533, -4.932, -4.855)  0.000
O (21.791, 1.365, -7.332)  0.001
O (21.571, -2.821, -5.081)  0.001
O (15.446, -2.205, -6.263)  0.000
O (23.764, -5.999, -2.029)  0.072
O (18.042, -8.084, -9.251)  0.000
O (22.810, -9.727, -3.593)  0.001
O (20.552, 2.471, -3.188)  0.002
O (22.635, -1.876, -0.223)  0.234
O (21.762, 0.890, -4.823)  0.001
O (18.756, -7.484, -0.738)  0.001
O (26.679, -3.048, -7.894)  0.003
O (25.503, -3.789, -2.862)  0.113
O (20.052, -2.187, -1.528)  0.003
O (23.345, -6.978, -4.817)  0.003
O (19.131, -5.411, -2.962)  0.001
O (22.098, -1.004, -2.666)  0.018
O (18.052, -4.528, -8.450)  0.000
O (23.947, -3.438, -7.953)  0.000
O (21.831, -3.098, -10.363)  0.000
O (19.257, -0.027, -3.871)  0.000
O (24.601, -5.897, -6.798)  0.002
O (20.333, -3.762, -7.552)  0.000
C (25.346, -7.051, -7.164)  0.001
C (18.879, 0.685, -2.770)  0.001
C (21.951, -8.608, -3.559)  0.001
C (17.645, -5.912, -8.432)  0.000
C (19.181, 2.213, -3.068)  0.000
C (20.401, -3.492, -12.323)  0.000
C (20.858, -4.647, -6.592)  0.000
C (26.190, -6.980, -8.482)  0.000
C (19.867, -0.108, -7.262)  0.000
C (23.036, -0.032, -2.964)  0.031
C (25.768, -1.918, -7.956)  0.002
C (24.157, -3.912, -3.237)  0.023
C (20.813, -3.967, -5.184)  0.000
C (16.546, -3.997, -5.220)  0.000
C (16.290, -3.302, -6.521)  0.000
C (18.670, -6.807, -9.087)  0.000
C (20.158, -1.749, -0.205)  0.014
C (23.387, -4.629, -2.135)  0.045
C (24.413, -2.232, -7.416)  0.001
C (20.822, 0.598, -8.164)  0.000
C (20.526, -2.922, -10.870)  0.000
C (19.914, -5.576, -1.792)  0.003
C (19.212, -6.142, -0.510)  0.005
C (21.433, -2.335, 0.412)  0.063
C (22.198, -7.799, -4.855)  0.001
C (22.919, 0.216, -4.480)  0.004
H (18.944, -4.388, -8.123)  0.000
H (23.602, -9.429, -4.046)  0.000
H (22.130, -8.015, -2.662)  0.001
H (16.778, -3.290, -4.424)  0.000
H (19.778, -3.398, -10.237)  0.000
H (22.214, -2.229, -10.507)  0.000
H (24.584, -7.805, -7.360)  0.000
H (15.905, -4.018, -7.248)  0.000
H (17.308, -4.768, -5.335)  0.000
H (24.002, -4.453, -4.171)  0.002
H (19.132, -0.565, -7.925)  0.000
H (22.954, 0.900, -2.405)  0.005
H (20.382, -5.627, -6.621)  0.000
H (23.052, -0.709, -5.041)  0.000
H (25.562, -3.159, -2.140)  0.060
H (24.467, -4.157, -7.587)  0.000
H (18.370, -8.604, -8.513)  0.000
H (14.807, -4.489, -4.411)  0.000
H (18.666, 2.704, -2.242)  0.000
H (22.329, 1.725, -8.040)  0.000
H (14.735, -2.393, -5.646)  0.000
H (18.388, -4.834, -2.769)  0.000
H (21.345, -7.157, -5.078)  0.000
H (20.363, 1.301, -8.859)  0.000
H (20.695, -6.222, -2.193)  0.001
H (24.046, -6.186, -6.070)  0.000
H (16.610, -6.086, -8.726)  0.000
H (21.893, -4.785, -6.906)  0.000
H (17.999, -7.353, -1.314)  0.000
H (23.678, -2.953, -3.433)  0.006
H (25.718, -1.816, -9.040)  0.000
H (19.441, 0.422, -1.874)  0.000
H (27.583, -2.724, -7.887)  0.000
H (23.610, -6.837, -3.906)  0.002
H (17.246, -2.927, -6.888)  0.000
H (22.063, -8.392, -5.759)  0.000
H (19.757, -3.715, -5.087)  0.000
H (21.936, -2.919, -13.287)  0.000
H (22.361, -4.673, -2.500)  0.002
H (24.021, -0.439, -2.736)  0.024
H (20.313, -1.853, -10.871)  0.000
H (21.032, -9.158, -3.355)  0.000
H (19.985, -6.032, 0.251)  0.005
H (21.161, -4.569, -4.344)  0.001
H (24.416, -2.334, -6.330)  0.001
H (23.376, -2.358, 0.152)  0.131
H (23.427, -4.169, -1.148)  0.041
H (17.693, -6.180, -7.377)  0.000
H (26.157, -1.007, -7.501)  0.001
H (19.520, -6.895, -8.411)  0.000
H (21.175, -2.334, -4.354)  0.000
H (18.653, 2.516, -3.972)  0.000
H (21.445, -0.075, -8.753)  0.000
H (18.920, 0.357, -5.591)  0.000
H (21.532, -2.086, 1.469)  0.018
H (25.522, -6.658, -9.281)  0.000
H (20.375, -4.640, -1.476)  0.001
H (21.629, 0.875, -5.774)  0.000
H (19.167, -6.454, -9.991)  0.000
H (23.626, -1.538, -7.711)  0.000
H (19.233, -2.092, 0.258)  0.003
H (20.213, 0.052, -3.882)  0.000
H (25.984, -7.272, -6.308)  0.001
H (21.047, 1.951, -3.824)  0.000
H (26.937, -5.198, -8.599)  0.000
H (20.345, -0.877, -6.656)  0.000
H (17.875, 0.298, -2.594)  0.000
H (20.216, -0.660, -0.182)  0.003
H (18.418, -5.459, -0.208)  0.001
H (20.748, -1.753, -2.026)  0.002
H (26.525, -7.999, -8.675)  0.000
H (23.802, 0.710, -4.886)  0.002
H (19.360, -3.615, -12.618)  0.000
H (21.087, -3.189, -7.710)  0.000
H (22.408, -1.329, -1.818)  0.008
H (21.338, -3.415, 0.303)  0.011
H (24.671, -6.053, -1.720)  0.016
H (21.064, -4.356, -12.380)  0.000

Summary:
Spin multiplicity: 2
HOMO energy (spin up / spin down) (eV): -0.3 / -7.5
Energy above the lowest of the compared OMol25 structures with the same formula, charge and spin (kJ/mol): 54.00
Total charge: -1
Molecular weight (u): 806.9


Density functional theory data (ωB97M-V/def2-TZVPD) for 2 unconnected molecules or ions with the total composition C2H8NO2P at a distorted geometry.

Each line ends with the Löwdin charge.
CARTESIAN COORDINATES (ANGSTROEM)
P (-1.491, -0.214, 1.073)  0.741
O (-3.072, 0.383, 0.898)  -0.393
O (-1.347, -1.548, 0.511)  -0.381
N (-4.106, -0.295, 0.658)  0.028
C (3.074, -0.281, -0.490)  -0.046
C (-0.537, 0.904, -0.073)  -0.199
H (-0.981, 1.893, -0.086)  0.032
H (2.898, 0.713, -1.052)  0.051
H (-0.455, 0.379, -1.115)  0.097
H (0.522, 0.910, 0.125)  -0.014
H (3.146, -1.133, -1.096)  -0.008
H (-3.734, -1.270, 0.350)  0.072
H (2.140, -0.270, 0.135)  0.002
H (3.942, -0.172, 0.162)  0.016

Summary:
HOMO energy (spin up / spin down) (eV): -9.2 / -9.4
Energy above the lowest of the compared OMol25 structures with the same formula, charge and spin (kJ/mol): 519.14
Molecular weight (u): 109.1


Density functional theory data (ωB97M-V/def2-TZVPD) for a single C4H7N molecule at a distorted geometry.

Each line ends with the Löwdin charge.
CARTESIAN COORDINATES (ANGSTROEM)
N (0.454, 2.329, -1.562)  0.121
C (0.296, 1.509, -0.753)  -0.269
C (0.032, 0.168, -0.253)  -0.380
C (1.184, -0.650, 0.376)  -0.063
C (-1.338, -0.146, 0.394)  -0.063
H (-1.644, -1.154, 0.091)  0.079
H (1.209, -0.651, 1.480)  0.083
H (-2.105, 0.559, 0.073)  0.076
H (2.159, -0.298, 0.035)  0.076
H (0.025, 0.180, -1.455)  0.179
H (1.071, -1.699, 0.076)  0.079
H (-1.343, -0.147, 1.499)  0.083

Summary:
HOMO energy (eV): -10.3
Energy above the lowest of the compared OMol25 structures with the same formula, charge and spin (kJ/mol): 151.86
SMILES: CC(C)C#N
Molecular weight (u): 69.1


Question: Which of these has the highest energy above the lowest of the compared OMol25 structures with the same formula, charge and spin?
Answer: C2H8NO2P


Question: The lowest energy above the lowest of the compared OMol25 structures with the same formula, charge and spin belongs to which entry?
Answer: C26H78O26


Copy entry 2 word for word.
Density functional theory data (ωB97M-V/def2-TZVPD) for 2 unconnected molecules or ions with the total composition C2H8NO2P at a distorted geometry.

Each line ends with the Löwdin charge.
CARTESIAN COORDINATES (ANGSTROEM)
P (-1.491, -0.214, 1.073)  0.741
O (-3.072, 0.383, 0.898)  -0.393
O (-1.347, -1.548, 0.511)  -0.381
N (-4.106, -0.295, 0.658)  0.028
C (3.074, -0.281, -0.490)  -0.046
C (-0.537, 0.904, -0.073)  -0.199
H (-0.981, 1.893, -0.086)  0.032
H (2.898, 0.713, -1.052)  0.051
H (-0.455, 0.379, -1.115)  0.097
H (0.522, 0.910, 0.125)  -0.014
H (3.146, -1.133, -1.096)  -0.008
H (-3.734, -1.270, 0.350)  0.072
H (2.140, -0.270, 0.135)  0.002
H (3.942, -0.172, 0.162)  0.016

Summary:
HOMO energy (spin up / spin down) (eV): -9.2 / -9.4
Energy above the lowest of the compared OMol25 structures with the same formula, charge and spin (kJ/mol): 519.14
Molecular weight (u): 109.1